Model i:
The following is a DFT calculation (ωB97M-V/def2-TZVPD) of 2 unconnected molecules or ions with the total composition C4H12N2O2.

Geometry as XYZ:
```
20
C4H12N2O2, DFT ωB97M-V/def2-TZVPD
C 1.96 2.89 1.14
C 0.78 1.99 0.93
O -0.01 1.69 1.80
O 0.66 1.57 -0.32
H 1.74 3.86 0.69
H 2.84 2.49 0.64
H 2.13 3.03 2.20
H -0.22 1.03 -0.40
N -1.61 0.13 -0.21
C -1.05 -1.20 0.08
C -0.43 -1.81 -1.17
N 0.18 -3.09 -0.82
H -1.84 0.59 0.67
H -2.45 0.05 -0.77
H -1.79 -1.89 0.48
H -0.26 -1.09 0.82
H -1.20 -1.89 -1.96
H 0.34 -1.13 -1.55
H -0.54 -3.78 -0.66
H 0.74 -3.44 -1.59
```

Its gap between HOMO and LUMO is 10.57 eV. The SMILES is CC(=O)O.NCCN. The spin multiplicity is 1.

Mulliken atomic charge list, values in e, 6 entries:
1. C -1.0953
2. C 0.8369
3. O -0.5877
4. O -0.5196
5. H 0.2811
6. H 0.3029

=====

Model ii:
The following is a DFT calculation (ωB97M-V/def2-TZVPD) of 2 unconnected molecules or ions with the total composition C4H12N2O2.

Geometry as XYZ:
```
20
C4H12N2O2, DFT ωB97M-V/def2-TZVPD
N -2.56 0.48 -0.76
C -2.30 -0.52 0.29
C -1.47 -1.66 -0.33
C -0.06 -1.10 -0.98
C 0.73 -0.21 -0.16
N 1.51 -0.79 0.85
O 0.83 1.04 -0.40
H -3.47 0.95 -0.57
H -1.93 1.21 -0.96
H -1.66 -0.17 1.14
H -3.18 -0.98 0.66
H -1.25 -2.38 0.49
H -2.12 -2.21 -1.08
H 0.62 -2.00 -1.24
H -0.40 -0.52 -1.97
H 2.16 -0.05 1.27
H 1.98 -1.65 0.60
O 2.80 2.29 1.23
H 3.68 2.40 1.01
H 2.38 1.84 0.51
```

Its gap between HOMO and LUMO is 9.85 eV. The SMILES is NCCCC(N)=O.O. The spin multiplicity is 1.

Mulliken atomic charge list, values in e, 6 entries:
1. N -0.5810
2. C -0.4471
3. C -0.6253
4. C -0.5876
5. C 0.5718
6. N -0.4993

=====

Model iii:
The following is a DFT calculation (ωB97M-V/def2-TZVPD) of C4H12N2O2 in the gas phase.

Geometry as XYZ:
```
20
C4H12N2O2, DFT ωB97M-V/def2-TZVPD
C -2.24 0.53 -0.27
C -1.37 -0.41 0.56
O -1.03 0.28 1.75
N -0.24 -0.92 -0.19
C 1.03 -0.06 -0.49
C 2.14 -0.31 0.53
N 0.70 1.31 -0.58
O 1.40 -0.62 -1.72
H -1.76 1.50 -0.35
H -3.20 0.66 0.23
H -2.41 0.10 -1.25
H -1.97 -1.30 0.82
H -0.49 -0.29 2.30
H 0.06 -1.81 0.18
H 2.27 -1.38 0.68
H 3.07 0.09 0.13
H 1.90 0.18 1.46
H 0.15 1.52 -1.40
H 1.47 1.93 -0.36
H 0.52 -0.99 -2.02
```

Its gap between HOMO and LUMO is 9.94 eV. The SMILES is C[C@H](O)N[C@](C)(N)O. The spin multiplicity is 1.

Mulliken atomic charge list, values in e, 6 entries:
1. C -1.4640
2. C 0.2288
3. O -0.5812
4. N -0.4698
5. C 1.0038
6. C -1.6160

=====

Result of the stability comparison: model i is the most stable of them.

=====

Model i:
The following is a DFT calculation (ωB97M-V/def2-TZVPD) of 2 unconnected molecules or ions with the total composition C4H12N2O2.

Geometry as XYZ:
```
20
C4H12N2O2, DFT ωB97M-V/def2-TZVPD
N 1.49 -0.13 1.52
C 2.14 0.38 0.37
O 3.01 1.24 0.51
O 2.38 -0.63 -0.57
H 0.58 0.32 1.65
H 2.05 -0.24 2.35
H 3.20 -0.39 -1.02
C -2.16 -1.13 -0.63
C -0.87 -1.04 0.15
N 0.00 0.35 -0.39
C -0.71 1.62 -0.33
H -2.68 -2.06 -0.36
H -1.96 -1.11 -1.70
H -2.84 -0.31 -0.38
H -1.07 -1.07 1.22
H -0.16 -1.81 -0.12
H 0.27 0.17 -1.35
H -1.49 1.69 -1.09
H 0.01 2.43 -0.49
H -1.18 1.72 0.65
```

Its gap between HOMO and LUMO is 9.87 eV. The SMILES is NC(=O)O.CCNC. The spin multiplicity is 1.

Mulliken atomic charge list, values in e, 6 entries:
1. N -0.4005
2. C 0.8442
3. O -0.6193
4. O -0.4883
5. H 0.1689
6. H 0.2341

=====

Model ii:
The following is a DFT calculation (ωB97M-V/def2-TZVPD) of C4H12N2O2 in the gas phase.

Geometry as XYZ:
```
20
C4H12N2O2, DFT ωB97M-V/def2-TZVPD
C 1.67 -1.01 -0.96
N 0.35 -0.85 -0.36
C -0.36 -2.11 -0.18
C 0.26 0.10 0.90
O -0.32 -0.30 1.93
N -0.79 1.15 -0.05
C -0.54 2.57 0.14
O -2.10 0.82 0.37
H 2.30 -1.69 -0.37
H 1.56 -1.42 -1.97
H 2.17 -0.04 -1.05
H 0.21 -2.81 0.44
H -0.58 -2.55 -1.15
H -1.30 -1.95 0.35
H 1.23 0.64 0.94
H -0.35 0.26 -0.84
H -1.32 3.16 -0.34
H -0.54 2.81 1.21
H 0.43 2.82 -0.28
H -1.97 0.41 1.27
```

Its gap between HOMO and LUMO is 9.84 eV. The SMILES is CN(C)[C@H]([O-])[N@H+](C)O. The spin multiplicity is 1.

Mulliken atomic charge list, values in e, 6 entries:
1. C -0.9487
2. N -0.0194
3. C -0.8706
4. C -0.1820
5. O -0.7457
6. N -0.0616

=====

Result of the stability comparison: model i is the most stable of them.

=====

Model i:
The following is a DFT calculation (ωB97M-V/def2-TZVPD) of 3 unconnected molecules or ions with the total composition C4H12N2O2.

Geometry as XYZ:
```
20
C4H12N2O2, DFT ωB97M-V/def2-TZVPD
C 2.01 0.64 0.32
C 1.02 -0.34 -1.29
O 1.76 0.15 1.45
O 1.75 2.00 0.11
H 1.53 2.35 0.98
H 0.20 -0.06 1.65
H 2.91 0.35 -0.23
H 1.66 -1.21 -1.13
H 0.08 -0.71 -1.68
H 1.45 0.33 -2.04
C -2.02 0.15 -0.87
N -1.29 -1.55 1.32
C -0.90 0.41 0.08
N -0.75 -0.25 1.21
H -0.58 -2.22 1.03
H -1.48 -1.72 2.30
H -0.41 1.37 0.05
H -2.92 0.61 -0.46
H -2.21 -0.91 -0.99
H -1.81 0.61 -1.83
```

Its gap between HOMO and LUMO is 8.24 eV. The spin multiplicity is 1.

Mulliken atomic charge list, values in e, 6 entries:
1. C 0.0201
2. C -1.2973
3. O -0.7570
4. O -0.4777
5. H 0.3419
6. H 0.4290

=====

Model ii:
The following is a DFT calculation (ωB97M-V/def2-TZVPD) of 3 unconnected molecules or ions with the total composition C4H12N2O2.

Geometry as XYZ:
```
20
C4H12N2O2, DFT ωB97M-V/def2-TZVPD
C -0.73 1.55 -0.53
C -1.96 1.02 -0.12
C -2.30 -0.26 0.10
O 0.18 -1.20 2.37
N 0.48 1.05 -0.63
C 0.55 -0.17 -1.43
N 1.92 -0.60 -1.47
H 0.97 -0.71 1.95
H -0.64 2.61 -0.30
H -2.72 1.76 0.10
H -2.19 -1.11 -0.57
H -2.93 -0.48 0.95
H 0.96 0.83 0.33
H -0.10 -0.96 -0.96
H 0.13 0.01 -2.42
H 2.18 -0.67 -0.43
H 1.89 -1.54 -1.80
H 2.80 -0.20 1.80
H -0.62 -0.88 1.95
O 2.12 -0.06 1.12
```

Its gap between HOMO and LUMO is 5.92 eV. The spin multiplicity is 1.

Mulliken atomic charge list, values in e, 6 entries:
1. C -0.1666
2. C 0.0495
3. C -0.8621
4. O -0.7029
5. N -0.2051
6. C -0.3604

=====

Result of the stability comparison: model i is the most stable of them.

=====

Model i:
The following is a DFT calculation (ωB97M-V/def2-TZVPD) of C5H10O3 in the gas phase.

Geometry as XYZ:
```
18
C5H10O3, DFT ωB97M-V/def2-TZVPD
C 0.11 -0.17 -0.61
C 0.15 0.81 -1.70
C 0.54 -1.55 -0.89
C -0.35 -0.78 1.85
C -0.44 0.23 0.72
O 0.67 1.27 1.14
O 0.24 2.57 0.72
O -1.59 0.78 0.49
H -0.74 2.40 0.68
H 0.03 -2.29 -0.28
H 0.90 0.54 -2.45
H -0.83 0.79 -2.20
H 0.29 1.82 -1.33
H 1.60 -1.59 -0.61
H 0.48 -1.81 -1.95
H 0.67 -1.13 2.02
H -0.70 -0.28 2.75
H -1.01 -1.62 1.65
```

Its gap between HOMO and LUMO (spin up / spin down) is 7.31 / 7.31 eV. The spin multiplicity is 1.

Mulliken atomic charge list, values in e, 6 entries:
1. C 0.8062
2. C -1.2634
3. C -1.4142
4. C -1.7151
5. C 1.3702
6. O -0.3033

=====

Model ii:
The following is a DFT calculation (ωB97M-V/def2-TZVPD) of 2 unconnected molecules or ions with the total composition C5H10O3.

Geometry as XYZ:
```
18
C5H10O3, DFT ωB97M-V/def2-TZVPD
C 2.85 1.67 1.05
C 2.08 0.64 0.73
C 0.93 0.73 -0.23
C -0.33 0.39 0.56
C -1.64 0.23 -0.17
O -1.88 -0.43 -1.13
O -2.66 0.87 0.51
H 2.49 2.68 0.84
H 3.62 1.65 1.82
H 2.49 -0.34 1.00
H 1.05 0.06 -1.09
H 0.90 1.71 -0.70
H -0.56 1.21 1.25
H -0.19 -0.41 1.28
H -3.41 0.29 0.67
O 0.59 -3.19 -1.05
H 1.10 -3.09 -1.85
H 1.11 -3.68 -0.41
```

Its gap between HOMO and LUMO is 10.55 eV. The SMILES is C=CCCC(=O)O.O. The spin multiplicity is 1.

Mulliken atomic charge list, values in e, 6 entries:
1. C -0.7882
2. C -0.1439
3. C -0.4560
4. C -0.5176
5. C 0.3979
6. O -0.5008

=====

Result of the stability comparison: model ii is the most stable of them.

=====

Model i:
The following is a DFT calculation (ωB97M-V/def2-TZVPD) of 2 unconnected molecules or ions with the total composition C5H10O3.

Geometry as XYZ:
```
18
C5H10O3, DFT ωB97M-V/def2-TZVPD
C -2.67 -0.55 2.80
C -1.61 -1.25 2.01
C -0.77 -0.62 1.22
O 0.14 -1.30 0.43
H -2.58 -0.78 3.87
H -2.60 0.53 2.69
H -3.67 -0.86 2.49
H -1.55 -2.33 2.09
H -0.77 0.46 1.10
H 0.98 -0.81 0.45
C 1.76 1.86 -2.53
C 1.25 0.92 -1.49
O 1.80 0.71 -0.44
O 0.15 0.27 -1.87
H 0.95 2.23 -3.16
H 2.48 1.33 -3.16
H 2.28 2.68 -2.05
H -0.08 -0.37 -1.17
```

Its gap between HOMO and LUMO is 9.95 eV. The SMILES is C/C=C/O.CC(=O)O. The spin multiplicity is 1.

Mulliken atomic charge list, values in e, 6 entries:
1. C -1.0689
2. C 0.0537
3. C -0.1423
4. O -0.6879
5. H 0.2890
6. H 0.2989

=====

Model ii:
The following is a DFT calculation (ωB97M-V/def2-TZVPD) of 2 unconnected molecules or ions with the total composition C5H10O3.

Geometry as XYZ:
```
18
C5H10O3, DFT ωB97M-V/def2-TZVPD
C -1.26 1.23 -1.67
C 0.11 0.66 -1.52
O 1.15 1.08 -1.95
O -0.01 -0.80 -1.29
H -1.94 0.81 -0.93
H -1.64 1.01 -2.67
H -1.20 2.32 -1.53
H 0.89 -1.12 -1.46
C 0.68 -1.79 1.40
C -0.28 -0.72 0.95
C 0.46 0.84 1.13
O -1.48 -0.77 1.13
H 1.57 -1.79 0.77
H 0.18 -2.76 1.33
H 0.96 -1.62 2.44
H 1.53 0.74 0.94
H 0.32 0.94 2.21
H -0.04 1.73 0.74
```

Its gap between HOMO and LUMO is 9.93 eV. The SMILES is CC(=O)O.CC(C)=O. The spin multiplicity is 1.

Mulliken atomic charge list, values in e, 6 entries:
1. C -0.9076
2. C 0.6512
3. O -0.5380
4. O -0.4948
5. H 0.2965
6. H 0.3240

=====

Result of the stability comparison: model i is the most stable of them.